[1]
Density functional theory data (wB97M-V/def2-TZVPD) for a cluster of 7 separate species, C32H71N11O2P2 in total in a non-equilibrium geometry.

XYZ file:
```
118
Properties=species:S:1:pos:R:3:forces:R:3:lowdin_spin:R:1
C 3.150956 4.372663 6.262783 -0.5 0.6 1.1 0.0000
C 3.387364 5.331191 5.097988 0.3 -1.0 0.7 0.0000
C 4.440482 4.703776 4.196108 -0.2 -0.1 -0.8 0.0000
C 4.003974 3.358034 3.715252 -0.7 -4.2 -2.2 0.0000
N 3.729633 2.254602 3.325876 1.1 5.3 1.9 0.0000
H 2.660926 3.421918 6.052875 -0.1 0.1 -0.7 0.0000
H 2.488656 4.891338 6.955920 0.0 -0.2 0.3 0.0000
H 4.053554 4.088128 6.803578 0.2 0.3 0.0 0.0000
H 3.743913 6.314503 5.404705 0.1 -0.1 0.3 0.0000
H 2.413697 5.512998 4.642989 0.2 -0.1 -0.6 0.0000
H 5.416239 4.542795 4.654453 -0.2 0.0 0.7 0.0000
H 4.693644 5.426637 3.420561 -0.3 -0.5 -0.7 0.0000
C 2.031465 -0.732499 1.986732 -1.0 -0.9 -0.6 0.0000
C 0.646676 -1.440693 1.536754 2.4 0.4 2.0 0.0000
C 0.105207 -0.773886 0.314877 0.4 0.2 -1.5 0.0000
C 1.131419 -0.905133 -0.738079 3.9 -1.7 -4.6 0.0000
N 1.949035 -1.148774 -1.594954 -4.2 1.6 4.1 0.0000
H 2.639717 -1.318263 2.675942 -0.6 -0.1 0.4 0.0000
H 1.835238 0.259028 2.394732 0.1 -0.2 0.1 0.0000
H 2.723737 -0.629072 1.151166 -0.2 0.3 -0.4 0.0000
H 0.010223 -1.465517 2.421300 -0.4 0.5 -0.4 0.0000
H 0.809123 -2.500394 1.339895 0.2 0.0 -0.2 0.0000
H -0.055516 0.304147 0.304536 -0.4 0.1 0.8 0.0000
H -0.774677 -1.274270 -0.089504 -0.3 0.0 0.2 0.0000
C 6.820068 -2.775295 0.044766 -0.2 -0.5 -0.7 0.0000
C 5.414880 -2.122535 0.062502 2.1 0.5 1.1 0.0000
C 4.285743 -3.096660 -0.081631 -0.8 0.1 -0.6 0.0000
C 4.155749 -3.721656 -1.407379 0.3 -0.8 -0.8 0.0000
N 4.132980 -4.291719 -2.416850 -0.2 0.8 1.0 0.0000
H 6.879136 -3.532189 0.826890 0.0 0.0 0.0 0.0000
H 7.713128 -2.153706 0.109219 -0.5 0.6 0.5 0.0000
H 7.010463 -3.276426 -0.904297 -0.3 -0.3 -0.1 0.0000
H 5.386238 -1.237569 -0.573198 -0.3 -0.3 -0.4 0.0000
H 5.293036 -1.739382 1.075642 -0.1 0.3 0.1 0.0000
H 3.379384 -2.523235 0.112815 -0.2 -0.3 -0.1 0.0000
H 4.323822 -3.889232 0.665688 0.1 0.0 0.0 0.0000
C -5.418409 -0.974373 3.281215 0.1 0.2 -0.5 0.0000
C -4.620266 -1.713345 4.309414 0.6 -1.6 0.3 0.0000
C -3.096050 -1.852032 4.074377 0.1 1.6 -0.7 0.0000
C -2.641654 -2.335082 2.734224 -0.2 -2.0 -1.2 0.0000
N -2.319805 -2.848391 1.730285 -0.7 1.5 2.1 0.0000
H -5.384092 -1.564632 2.365509 -0.6 -0.1 -0.1 0.0000
H -5.054934 0.001834 2.960256 0.3 0.2 0.5 0.0000
H -6.412276 -0.835692 3.706755 -0.2 -0.1 -0.6 0.0000
H -4.977660 -2.742667 4.338937 -0.3 -0.2 -0.2 0.0000
H -4.857908 -1.403148 5.326967 0.6 0.5 0.0 0.0000
H -2.601836 -2.370410 4.896041 0.0 -0.2 -0.3 0.0000
H -2.713346 -0.831753 4.048429 0.3 0.3 0.4 0.0000
C 0.502530 -4.169365 -1.204881 -0.6 0.6 0.4 0.0000
C -0.002164 -5.314477 -0.341479 1.0 -1.3 0.3 0.0000
C 1.161811 -6.118507 0.323501 0.2 0.5 -0.2 0.0000
C 1.924355 -5.257552 1.286031 1.8 2.5 4.4 0.0000
N 2.441717 -4.587903 2.152833 -2.7 -3.5 -4.8 0.0000
H 1.235148 -3.529384 -0.713153 -0.1 -0.1 0.4 0.0000
H -0.377799 -3.556653 -1.399073 0.1 0.3 -0.3 0.0000
H 0.998311 -4.409112 -2.145534 -0.2 -0.6 0.0 0.0000
H -0.607021 -6.019008 -0.912334 0.2 -0.1 -0.4 0.0000
H -0.690649 -5.067982 0.466813 0.2 0.8 0.0 0.0000
H 1.886875 -6.518908 -0.385054 0.1 0.4 -0.4 0.0000
H 0.787666 -7.037367 0.774958 -0.1 0.3 0.7 0.0000
O -2.746039 -1.258628 -6.773298 0.9 0.3 0.1 0.0035
P -1.840176 -1.042255 -5.640488 -0.8 -0.7 2.5 -0.0054
N -1.379283 0.627120 -5.414258 -0.4 -1.0 -1.4 0.3233
C -1.188341 1.523000 -6.603697 -0.4 -0.5 -0.2 0.0206
C -0.862554 1.163297 -4.186799 0.0 -0.1 0.9 0.0353
N -0.280035 -1.751989 -5.812105 2.1 0.4 -0.5 0.4518
C 0.266276 -2.078300 -7.168584 -1.0 0.4 0.8 0.0384
C 0.840241 -1.553533 -4.819719 -1.7 -1.1 0.1 0.0280
N -2.345775 -1.644015 -4.095499 0.2 3.4 -1.0 -0.0008
C -3.463016 -0.809750 -3.508242 -0.4 -1.1 -0.6 0.0016
C -2.257645 -3.018899 -3.626777 1.1 -0.5 -0.6 0.0017
H -1.552367 2.538790 -6.449575 0.2 0.0 0.8 0.0088
H -1.757829 1.239805 -7.488897 0.0 -0.8 0.3 -0.0001
H -0.135965 1.564949 -6.884492 0.1 0.0 0.2 0.0079
H -1.591621 1.856576 -3.767358 0.0 0.4 -0.2 0.0186
H 0.093599 1.667365 -4.327424 0.0 0.1 -0.1 0.0059
H -0.746406 0.410360 -3.407250 0.1 -0.2 -0.2 0.0022
H -0.492446 -1.669383 -7.835847 0.5 -0.3 -0.6 0.0036
H 1.285905 -1.709727 -7.280841 -0.3 0.7 0.0 0.0069
H 0.412940 -3.150350 -7.300055 -0.6 -0.2 0.2 0.0215
H 1.494121 -0.730668 -5.108587 -0.3 0.2 0.2 0.0126
H 0.364304 -1.515406 -3.839852 0.5 0.6 0.1 -0.0003
H 1.437749 -2.465063 -4.805550 0.1 -0.1 -0.2 0.0112
H -3.453350 0.259535 -3.719498 0.5 -0.1 -0.4 0.0002
H -4.373340 -1.222272 -3.943261 -0.3 0.3 0.2 0.0000
H -3.546133 -0.884366 -2.423975 0.4 -0.4 -0.1 0.0005
H -1.198185 -3.270709 -3.579592 0.1 -0.2 0.1 0.0007
H -2.716839 -3.757846 -4.283426 -0.3 0.1 0.0 0.0000
H -2.631390 -3.158103 -2.612363 -0.2 0.5 -0.1 0.0002
O -1.912014 1.630462 2.700073 -0.8 -0.7 -0.2 0.0000
P -1.747436 2.667470 1.679643 0.7 2.3 -1.1 0.0000
N -1.857585 2.162985 0.020727 -0.6 -0.3 1.0 0.0001
C -1.632264 3.048095 -1.107281 2.3 0.2 0.6 0.0008
C -2.844747 1.147382 -0.347331 -0.2 -0.4 0.8 0.0000
N -0.209208 3.448938 1.850214 -1.0 -0.3 -1.3 0.0000
C 0.218158 3.934336 3.159760 -0.7 0.3 -0.5 0.0000
C 0.931523 2.992907 1.060303 -0.6 -0.7 0.1 0.0000
N -2.936166 3.914177 1.759604 -0.3 -0.4 0.9 0.0000
C -2.765122 5.214474 1.109221 1.2 -0.3 -1.1 0.0000
C -3.578204 4.089856 3.057813 -0.6 0.2 0.3 0.0000
H -1.259795 4.011877 -0.760180 -1.0 0.5 -0.1 0.0001
H -2.380173 3.023996 -1.899847 -0.4 0.4 0.5 0.0005
H -0.685510 2.748803 -1.556929 0.1 -0.6 -0.7 0.0001
H -2.450745 0.415692 -1.052673 0.4 0.1 -0.1 0.0000
H -3.748704 1.560964 -0.794444 0.0 0.4 -0.1 0.0000
H -3.212011 0.565216 0.497830 0.3 0.1 0.3 0.0000
H 0.903010 3.234290 3.638323 -0.1 -0.1 0.2 0.0000
H 0.733295 4.879217 2.986764 0.2 0.1 0.1 0.0000
H -0.662238 4.159735 3.761587 0.2 -0.2 0.3 0.0000
H 1.748300 3.714145 1.032369 -0.2 0.3 -0.1 0.0000
H 1.339849 2.093912 1.522016 0.3 -0.2 -0.1 0.0000
H 0.575569 2.746246 0.060032 0.4 0.1 0.0 0.0000
H -1.692792 5.396688 1.038409 0.2 0.3 -0.2 0.0000
H -3.151049 5.217561 0.089843 -0.1 -0.1 0.0 0.0000
H -3.176847 6.102901 1.588052 -0.3 -0.6 0.6 0.0000
H -4.527350 4.624652 3.022767 -0.2 0.1 -0.8 0.0000
H -2.977016 4.774171 3.656475 0.2 -0.5 0.7 0.0000
H -3.870983 3.141568 3.508490 0.8 0.0 0.3 0.0000
```
Positions in Å, forces in eV/Å.

Net charge   +1
2S+1   2
HOMO-LUMO gap (spin up / spin down)   0.3186 / 0.1462 Eh
HOMO level (spin up / spin down)   -10.63 / -10.63 eV

[2]
Density functional theory data (wB97M-V/def2-TZVPD) for a structure of composition C32H71N8OPS.

XYZ file:
```
114
Properties=species:S:1:pos:R:3:forces:R:3:lowdin_charge:R:1
N 8.348496 0.296525 0.176118 0.3 0.6 0.0 0.0037
C 8.093206 1.579838 -0.531514 -0.3 -0.2 0.7 -0.2644
C 6.964720 1.407898 -1.551043 0.2 0.1 -0.1 -0.1522
C 5.613220 1.571696 -0.925332 0.3 0.1 -0.2 -0.1964
C 4.802915 0.536273 -0.610812 -0.3 -0.2 0.1 -0.0349
C 3.529366 0.681281 0.039695 0.2 -0.2 -0.4 -0.2883
P 2.519144 -0.727946 0.428779 -0.1 -0.1 0.8 0.7091
O 2.203324 -0.878417 1.874735 -0.1 0.1 0.0 -0.4410
C 3.048925 1.910643 0.403026 -0.2 0.2 0.2 -0.2773
N 1.838905 2.133299 1.040295 0.3 -0.3 0.5 0.1285
C 3.863385 3.031948 0.067363 0.3 0.1 -0.1 -0.2971
N 3.567628 4.302965 0.338372 -0.1 0.0 0.1 -0.2272
S 4.790620 5.178419 -0.202491 0.0 0.1 0.0 1.0198
N 5.741028 4.034654 -0.792059 0.2 0.0 -0.1 -0.2177
C 5.126736 2.867680 -0.582685 -0.3 0.0 0.1 -0.3070
H 7.788031 0.328466 1.021528 -0.1 -0.3 0.0 0.0608
H 9.301660 0.339629 0.525622 0.0 -0.2 -0.1 0.0487
H 9.003281 1.965054 -0.985064 0.1 -0.2 -0.2 0.1072
H 7.788915 2.319187 0.215019 0.0 0.3 -0.2 0.0976
H 7.050219 0.407552 -1.973346 0.0 0.0 -0.1 0.1112
H 7.086233 2.135677 -2.354152 0.0 0.0 0.0 0.1125
H 5.145537 -0.461139 -0.858069 -0.1 -0.1 0.0 0.1095
H 3.191487 -1.840060 -0.105345 0.0 0.1 -0.3 0.0205
H 1.354151 -0.538653 -0.336044 0.1 -0.2 -0.3 0.0191
H 1.557611 1.329001 1.595504 -0.1 0.0 -0.1 0.0670
H 1.890502 2.929002 1.664297 -0.2 0.3 -0.3 0.0968
C -1.174780 -2.316701 0.701935 0.0 0.0 0.1 -0.0906
C -2.029041 -1.147018 0.241620 0.0 0.0 0.1 -0.2746
N -2.309570 -1.168392 -1.183141 0.0 0.0 0.0 -0.2000
C -2.874671 0.074273 -1.677020 0.0 0.1 -0.1 -0.2464
C -4.259186 0.491190 -1.165591 0.0 0.1 -0.1 -0.0875
C -2.917922 -2.388424 -1.684342 0.0 -0.2 0.0 -0.2434
C -4.253187 -2.830873 -1.070127 0.0 0.0 -0.1 -0.0785
H -0.253332 -2.368913 0.120187 0.0 0.0 0.0 0.0567
H -0.905708 -2.185294 1.750065 0.0 0.0 0.0 0.0770
H -1.690672 -3.273484 0.614783 0.0 0.0 0.0 0.0657
H -1.485641 -0.219666 0.446433 0.0 0.0 0.0 0.1127
H -2.940720 -1.109937 0.859593 0.0 0.0 0.0 0.1024
H -2.897653 0.025169 -2.769190 0.0 -0.1 0.0 0.1116
H -2.164348 0.870326 -1.432344 0.0 0.0 0.1 0.1098
H -5.057264 -0.100311 -1.613440 0.0 0.0 0.0 0.0578
H -4.446330 1.534906 -1.429879 0.0 0.0 0.0 0.0649
H -4.337774 0.411260 -0.081041 0.0 0.0 0.0 0.0622
H -2.198188 -3.200260 -1.556103 0.0 0.0 0.0 0.1006
H -3.033916 -2.280101 -2.765734 0.0 0.1 0.0 0.1144
H -4.248728 -2.751904 0.017898 0.0 0.0 0.0 0.0714
H -4.442231 -3.877623 -1.317822 0.0 0.0 0.0 0.0604
H -5.095228 -2.254631 -1.450773 0.0 0.0 0.1 0.0524
C -7.496828 -4.644802 -2.018307 0.0 0.0 0.0 -0.0954
C -7.078632 -5.974505 -1.410672 0.0 0.0 -0.1 -0.2762
N -7.844951 -6.330114 -0.230623 0.0 0.0 0.0 -0.2017
C -7.275765 -7.437961 0.514835 0.1 0.0 0.1 -0.2513
C -7.224183 -8.816098 -0.157170 0.0 0.0 0.1 -0.0860
C -9.287347 -6.349129 -0.400861 -0.1 0.1 0.0 -0.2475
C -9.874233 -7.276976 -1.473812 -0.1 0.0 0.0 -0.0823
H -7.451492 -3.848218 -1.274421 0.0 0.0 0.0 0.0768
H -6.821406 -4.386493 -2.835193 0.0 0.0 0.0 0.0716
H -8.505884 -4.677039 -2.430269 0.0 0.0 0.0 0.0642
H -6.031533 -5.901395 -1.103073 0.0 0.0 0.0 0.1070
H -7.114777 -6.748208 -2.195008 0.0 0.0 0.0 0.1026
H -7.820358 -7.522252 1.459194 0.0 0.0 0.0 0.1109
H -6.255292 -7.150428 0.786608 0.0 0.0 0.0 0.1088
H -8.204448 -9.289078 -0.199627 0.0 0.0 0.0 0.0544
H -6.571199 -9.476981 0.415999 0.0 0.0 0.0 0.0693
H -6.825021 -8.761434 -1.170463 0.0 0.0 0.0 0.0654
H -9.613216 -5.329186 -0.617064 0.0 0.0 0.0 0.0999
H -9.729889 -6.589900 0.568861 0.0 0.0 0.0 0.1137
H -9.317487 -7.218486 -2.410119 0.0 0.0 0.0 0.0659
H -10.903436 -6.983336 -1.688886 0.0 0.0 0.0 0.0706
H -9.894955 -8.318309 -1.156161 0.1 0.0 0.0 0.0537
C 11.012055 4.209499 2.274274 0.0 0.0 0.0 -0.0867
C 11.772048 2.961463 2.698757 0.0 0.1 0.0 -0.2752
N 12.165663 2.123654 1.579195 0.0 -0.1 0.0 -0.2041
C 12.650931 0.813932 1.980914 0.0 -0.2 0.0 -0.2568
C 13.938373 0.737731 2.811573 0.0 0.0 0.0 -0.0844
C 12.931813 2.785933 0.536400 0.0 0.1 -0.1 -0.2501
C 14.254619 3.458659 0.928186 0.0 0.0 -0.1 -0.0806
H 10.138604 3.947714 1.674834 0.0 0.0 0.0 0.0717
H 10.668930 4.750803 3.156611 0.0 0.0 0.0 0.0735
H 11.637418 4.891691 1.697844 0.0 0.0 0.0 0.0649
H 11.122851 2.360988 3.341781 0.0 -0.1 0.0 0.1167
H 12.628072 3.265371 3.322078 0.0 0.0 0.0 0.1011
H 12.774725 0.209631 1.078029 0.0 0.0 0.0 0.1105
H 11.851228 0.329146 2.550246 0.0 0.1 0.0 0.1069
H 14.826205 0.932799 2.212077 0.0 0.0 0.0 0.0552
H 14.044074 -0.265816 3.227625 0.0 0.0 0.0 0.0707
H 13.927224 1.437746 3.647382 0.0 0.0 0.0 0.0662
H 12.289367 3.541797 0.078583 0.0 0.0 0.0 0.0989
H 13.115716 2.052668 -0.252605 0.0 0.0 0.0 0.1135
H 14.158251 4.040549 1.845873 0.0 0.0 0.0 0.0669
H 14.563067 4.146126 0.138421 0.0 0.0 0.0 0.0717
H 15.061662 2.740969 1.064762 0.0 0.0 0.1 0.0543
C -9.763126 5.408194 -0.251901 0.0 0.0 0.0 -0.0921
C -8.963950 4.284895 0.390757 0.0 0.1 0.0 -0.2769
N -8.253271 3.465222 -0.573443 0.0 0.0 0.0 -0.2013
C -7.723056 2.237709 -0.008928 0.0 -0.2 0.0 -0.2481
C -6.631461 2.343774 1.062802 0.0 -0.1 0.0 -0.0883
C -7.370252 4.180309 -1.478374 0.0 0.1 -0.1 -0.2470
C -6.243475 5.026406 -0.868905 0.0 0.0 -0.1 -0.0807
H -10.446658 5.014290 -1.004963 0.0 0.0 0.0 0.0795
H -10.351120 5.922218 0.509372 0.0 0.0 0.0 0.0719
H -9.121867 6.152983 -0.724108 0.0 0.0 0.0 0.0633
H -9.656237 3.626506 0.922424 0.0 0.0 0.0 0.1168
H -8.300760 4.717293 1.157698 0.0 0.0 0.0 0.1015
H -7.351801 1.621821 -0.833100 0.0 0.0 0.0 0.1044
H -8.567789 1.685233 0.414390 0.0 0.1 0.0 0.1100
H -5.668503 2.621247 0.636533 0.0 0.1 0.0 0.0427
H -6.501212 1.373038 1.545790 0.0 0.0 0.0 0.0709
H -6.884514 3.062122 1.843270 0.0 0.0 0.0 0.0660
H -7.985543 4.831329 -2.103623 0.0 0.0 0.0 0.0997
H -6.941307 3.447058 -2.166214 0.0 0.0 0.0 0.1116
H -6.594727 5.624823 -0.027137 0.0 0.0 0.0 0.0662
H -5.856636 5.717527 -1.620285 0.0 0.0 0.0 0.0710
H -5.406459 4.419213 -0.527031 0.0 0.0 0.1 0.0519
```
Positions in Å, forces in eV/Å.

HOMO-LUMO gap   0.2719 Eh
HOMO level   -8.08 eV

Which calculated total energy belongs to each record? In order, -2697.07045, -2514.66211 Ha.